Entry from OMol25: a 2-piece molecular cluster, C3H12NS overall at a distorted geometry (the ωB97M-V functional and the def2-TZVPD basis).

- Charge: +1
- Lowest unoccupied orbital energy: -0.133 hartree
- Gap between HOMO and LUMO: 0.3403 Ha
- Spin multiplicity: 1
- Highest occupied orbital energy: -12.88 eV
- Relative energy (zero: lowest compared OMol25 entry of this formula, charge and spin): 26.48 kJ/mol

Each line ends with the natural charge from an NBO analysis.
Element x y z (Å)
C: -2.8788 0.5796 -1.9984  -0.418
N: -2.1692 0.5005 -0.6601  -0.677
H: -2.3450 1.2989 -2.5979  0.238
H: -2.8975 -0.3969 -2.4594  0.241
H: -3.8937 0.9275 -1.8356  0.238
H: -1.1498 0.4298 -0.7900  0.466
H: -2.4586 -0.3351 -0.1511  0.442
H: -2.4345 1.3158 -0.1112  0.447
C: 2.9204 -1.1159 0.9025  -0.621
C: 2.2521 0.2106 1.2272  -0.487
S: 0.4313 0.1983 1.1824  -0.144
H: 2.9526 -1.3899 -0.1519  0.222
H: 2.4766 -1.9186 1.4836  0.214
H: 3.9414 -1.0256 1.2600  0.233
H: 2.5376 0.5818 2.2051  0.229
H: 2.5547 1.0116 0.5561  0.233
H: 0.1604 -0.8724 1.9386  0.146

=====

Entry from OMol25: CH4BCl as an isolated structure at a distorted geometry (the ωB97M-V functional and the def2-TZVPD basis).

- Charge: 0
- Lowest unoccupied orbital energy (spin up / spin down): 0.024 / -0.121 hartree
- Gap between HOMO and LUMO (spin up / spin down): 0.2141 / 0.2820 Ha
- Expectation value of S²: 2.01
- Spin multiplicity: 3
- Highest occupied orbital energy (spin up / spin down): -5.17 / -10.96 eV
- Relative energy (zero: lowest compared OMol25 entry of this formula, charge and spin): 280.42 kJ/mol

Each line ends with the natural charge from an NBO analysis.
Element x y z (Å)
B: -0.0822 1.0382 -0.0123  0.196
C: 0.2239 -0.9462 0.0144  -0.510
Cl: 1.7183 0.1671 -0.0157  0.008
H: -0.1258 1.4615 -1.1225  -0.044
H: -0.2715 1.7293 0.8854  -0.049
H: 0.3151 -1.6148 -0.8160  0.192
H: 0.4096 -1.7247 0.8625  0.207

=====

Entry from OMol25: an isolated ion of composition C10H12N3O2 and charge +1 at a distorted geometry (the ωB97M-V functional and the def2-TZVPD basis).

- Charge: +1
- Lowest unoccupied orbital energy (spin up / spin down): -0.225 / -0.225 hartree
- Gap between HOMO and LUMO (spin up / spin down): 0.2124 / 0.2127 Ha
- Spin multiplicity: 1
- Highest occupied orbital energy (spin up / spin down): -11.90 / -11.90 eV
- Relative energy (zero: lowest compared OMol25 entry of this formula, charge and spin): 710.02 kJ/mol

Each line ends with the natural charge from an NBO analysis.
Element x y z (Å)
C: 3.2774 -2.0866 -0.3084  -0.254
C: 2.0625 -2.6410 -0.2353  -0.028
C: 3.5255 -0.6929 -0.0087  0.014
C: 1.0037 -1.8721 0.4291  -0.066
C: 2.5845 0.0387 0.7087  -0.260
C: 1.3412 -0.5319 0.9333  0.163
C: -2.6726 1.7952 -1.3226  -0.234
C: -3.4355 0.5639 -0.8523  -0.209
C: 0.3423 0.3094 1.4788  -0.111
C: -1.0353 -0.0179 -0.4545  0.205
N: -0.6090 -0.1975 2.1508  0.042
N: -1.2989 -1.2407 -0.1565  -0.155
N: -2.0851 0.8388 -0.3874  -0.425
O: -1.6714 0.3811 2.6312  -0.388
O: -0.2685 -2.0795 -0.2004  -0.338
H: 3.9395 -2.7290 -0.8450  0.251
H: 1.9219 -3.5948 -0.6054  0.247
H: 4.5071 -0.1994 -0.2471  0.256
H: 0.8735 -2.3276 1.4817  0.336
H: 2.8397 0.9622 0.9618  0.234
H: -2.4075 1.8904 -2.4149  0.217
H: -2.7724 2.7792 -0.8857  0.217
H: -4.1018 0.7900 -0.0191  0.212
H: -3.7030 -0.2566 -1.3922  0.226
H: 0.3890 1.3608 1.5314  0.199
H: -0.1998 0.5375 -0.9258  0.195
H: -1.4839 1.3466 2.5466  0.455

=====

Entry from OMol25: C32H38BrN5O4RbS as an isolated structure at a distorted geometry (the ωB97M-V functional and the def2-TZVPD basis).

- Charge: -1
- Lowest unoccupied orbital energy: 0.064 hartree
- Gap between HOMO and LUMO: 0.1851 Ha
- Spin multiplicity: 1
- Highest occupied orbital energy: -3.29 eV

Each line ends with the Mulliken charge.
Element x y z (Å)
Rb: 0.2662 0.1433 0.0681  0.088
C: 0.2730 3.2867 -1.5169  -1.215
N: 0.1532 3.0873 -0.0916  0.963
C: 1.3033 3.5981 0.6347  -0.808
C: -1.0959 3.4436 0.5092  0.125
C: -1.9568 4.3471 -0.0938  -0.009
C: -3.1709 4.7016 0.4896  -0.844
C: -3.5037 4.1408 1.7128  -0.751
C: -2.6567 3.2349 2.3302  -0.731
C: -1.4374 2.8246 1.7521  -0.477
N: -0.6450 1.8244 2.2313  1.077
C: -0.4901 1.5937 3.5590  -0.421
C: -0.5663 2.5855 4.5624  -0.809
C: -0.2423 2.3330 5.8856  -0.752
C: 0.1587 1.0695 6.2888  -0.904
C: 0.2114 0.0571 5.3310  0.074
C: -0.1043 0.2863 4.0014  -0.091
N: -0.0433 -0.7618 3.0280  1.272
C: 0.7750 -1.9039 3.3630  -1.362
C: -1.3593 -1.2011 2.5695  -1.070
H: 0.3349 4.3476 -1.8150  0.319
H: -0.5674 2.8202 -2.0320  0.425
H: 1.1934 2.8039 -1.8607  0.135
H: 1.4224 4.6851 0.4934  0.206
H: 2.2133 3.1046 0.2782  0.222
H: 1.1866 3.3780 1.6945  0.113
H: -1.6781 4.7880 -1.0430  0.335
H: -3.8334 5.4001 -0.0054  0.378
H: -4.4440 4.3951 2.1901  0.368
H: -2.9520 2.7823 3.2694  0.470
H: -0.8443 3.5896 4.2657  0.433
H: -0.2926 3.1437 6.6048  0.370
H: 0.4186 0.8639 7.3195  0.368
H: 0.5029 -0.9402 5.6375  0.331
H: 0.3378 -2.5441 4.1488  0.361
H: 1.7613 -1.5815 3.6974  0.398
H: 0.8942 -2.5265 2.4720  0.190
H: -1.8680 -1.8043 3.3383  0.259
H: -1.2588 -1.8016 1.6598  0.394
H: -1.9744 -0.3290 2.3484  0.158
C: 5.4021 0.8940 -3.6815  -1.349
C: 5.0129 0.7973 -2.2338  0.589
C: 5.9347 0.9331 -1.2016  -0.399
C: 5.5256 0.8490 0.1175  -0.700
C: 4.1773 0.6269 0.3545  0.045
Br: 3.5381 0.5127 2.1336  -0.082
N: 3.2817 0.4921 -0.5994  0.251
C: 3.6928 0.5750 -1.8629  -0.590
H: 6.4851 0.9294 -3.7947  0.370
H: 4.9878 1.7938 -4.1393  0.298
H: 5.0307 0.0386 -4.2467  0.335
H: 6.9797 1.1062 -1.4320  0.369
H: 6.2191 0.9518 0.9388  0.400
H: 2.9219 0.4574 -2.6191  0.469
C: 2.1202 -4.0258 -2.5838  -1.429
C: 0.6374 -4.0865 -2.8204  1.146
C: -0.1881 -4.8259 -1.9839  -0.735
C: -1.5659 -4.7981 -2.1362  -0.334
C: -2.1196 -4.0271 -3.1427  0.173
C: -1.3101 -3.3041 -4.0088  -0.735
C: 0.0596 -3.3419 -3.8455  -0.621
S: -3.8731 -3.8747 -3.2785  1.268
O: -4.2128 -3.8017 -4.6742  -0.743
O: -4.4441 -4.8806 -2.4276  -0.717
N: -4.2654 -2.4221 -2.6706  -0.219
C: -4.0363 -2.0440 -1.2662  -0.657
C: -3.2271 -0.7630 -1.1876  -0.595
C: -1.7301 -0.9645 -1.4783  0.919
O: -1.1733 -0.1354 -2.2346  -0.765
O: -1.1749 -1.8967 -0.8482  -0.451
H: 2.4660 -4.8745 -1.9933  0.390
H: 2.3695 -3.1144 -2.0341  0.190
H: 2.6761 -4.0094 -3.5223  0.387
H: 0.2479 -5.4121 -1.1831  0.305
H: -2.2134 -5.3546 -1.4731  0.482
H: -1.7540 -2.7005 -4.7897  0.380
H: 0.6896 -2.7490 -4.4980  0.342
H: -4.1518 -1.6814 -3.3488  0.320
H: -3.4962 -2.8500 -0.7666  0.258
H: -5.0037 -1.9270 -0.7747  0.391
H: -3.2976 -0.3497 -0.1758  0.108
H: -3.6393 -0.0083 -1.8626  0.347

=====

Entry from OMol25: the molecule C3H4O at a distorted geometry (the ωB97M-V functional and the def2-TZVPD basis).

- Charge: 0
- Lowest unoccupied orbital energy (spin up / spin down): -0.032 / -0.044 hartree
- Gap between HOMO and LUMO (spin up / spin down): 0.3462 / 0.3075 Ha
- SMILES string: O=C1CC1
- Spin multiplicity: 1
- Highest occupied orbital energy (spin up / spin down): -10.30 / -9.57 eV
- Relative energy (zero: lowest compared OMol25 entry of this formula, charge and spin): 573.42 kJ/mol

Each line ends with the natural charge from an NBO analysis.
Element x y z (Å)
O: -2.5738 0.0155 -0.0169  -0.483
C: -0.8527 -0.0279 0.1494  0.504
C: 0.3403 -0.7511 -0.0328  -0.530
C: 0.3666 0.8027 0.0303  -0.494
H: 0.7605 -1.3434 0.9595  0.260
H: 0.5923 -1.4021 -0.8622  0.263
H: 0.5413 1.3566 -0.9509  0.245
H: 0.8255 1.3498 0.7236  0.236

=====

Entry from OMol25: C10H21AsF9N3O6STl as an isolated structure at a distorted geometry (the ωB97M-V functional and the def2-TZVPD basis).

- Charge: +2
- Lowest unoccupied orbital energy (spin up / spin down): -0.382 / -0.392 hartree
- Gap between HOMO and LUMO (spin up / spin down): 0.2045 / 0.1900 Ha
- Expectation value of S²: 1.80
- Spin multiplicity: 2
- Highest occupied orbital energy (spin up / spin down): -15.95 / -15.84 eV

Each line ends with the natural charge from an NBO analysis.
Element x y z (Å)
Tl: -0.6208 1.0200 0.7834  0.953
As: -1.8700 -3.4534 -0.1113  2.799
F: -2.6661 -3.5910 1.4721  -0.635
F: -0.3834 -4.0400 0.6203  -0.620
F: -1.0465 -3.3871 -1.7218  -0.620
F: -3.4135 -2.9092 -0.7707  -0.593
F: -1.5134 -1.6909 0.1810  -0.672
F: -2.3349 -5.1845 -0.3334  -0.600
C: 3.5716 0.0005 4.1333  0.786
F: 3.2049 -1.1559 3.5827  -0.282
F: 2.9295 0.1560 5.3407  -0.304
F: 4.9526 0.1623 4.2936  -0.277
S: 2.8851 1.4210 3.0050  2.187
O: 2.5894 2.6249 3.7729  -0.598
O: 3.8874 1.6928 1.9796  -0.657
O: 1.6175 0.8602 2.4568  -0.839
C: 1.5116 -0.8503 -3.0993  -0.732
C: 0.5497 0.2455 -3.1079  0.655
O: 0.0250 0.4429 -2.0188  -0.129
N: 0.2305 1.0119 -4.1784  -0.519
C: 0.8152 0.9442 -5.5915  -0.432
H: 2.2879 -0.7139 -3.8521  0.285
H: 1.1218 -1.8676 -3.1351  0.330
H: 2.0600 -1.0185 -2.1724  0.293
H: -0.4911 1.7171 -4.1342  0.444
H: 1.0344 -0.0639 -5.9434  0.243
H: 1.7006 1.5127 -5.8760  0.247
H: -0.0088 1.3198 -6.1981  0.238
C: 0.2399 -1.6528 5.0028  -0.745
C: -0.6346 -1.9232 3.8251  0.629
O: -0.7895 -1.0584 2.9372  -0.417
N: -1.2064 -3.1788 3.6587  -0.154
C: -1.2364 -4.2257 4.6779  -0.484
H: 0.7719 -0.7184 4.8237  0.266
H: 0.9247 -2.4370 5.3254  0.263
H: -0.4182 -1.3575 5.8199  0.277
H: -1.6578 -3.2325 2.7568  0.471
H: -0.6972 -3.9364 5.5799  0.246
H: -0.7790 -5.1708 4.3850  0.303
H: -2.2721 -4.4174 4.9584  0.299
C: -0.1166 5.0884 -1.6658  -0.710
C: -1.0028 3.9038 -2.0978  0.702
O: -1.2136 2.9690 -1.3093  -0.694
N: -1.3868 3.8945 -3.3777  -0.594
C: -2.3713 3.0177 -3.9136  -0.449
H: -0.7557 5.8975 -1.3122  0.262
H: 0.5455 5.4408 -2.4568  0.238
H: 0.4733 4.8280 -0.7870  0.241
H: -1.1064 4.6269 -4.0142  0.420
H: -3.2247 3.6482 -4.1630  0.246
H: -2.6517 2.2525 -3.1898  0.243
H: -2.0608 2.5359 -4.8407  0.189

=====

Number 1: electronic energy -15624.3112 eV. Number 2: electronic energy -14292.8970 eV. Number 3: electronic energy -19113.8265 eV. Number 4: electronic energy -130977.4003 eV. Number 5: electronic energy -5216.1937 eV. Number 6: electronic energy -128271.6557 eV.